DFT (wB97M-V/def2-TZVPD) results for a molecular structure, C6H10O.

Largest force on an atom (eV Å⁻¹): 0.41
Gap between HOMO and LUMO (eV): 10.2
Spin multiplicity: 1
Energy above the lowest of the compared OMol25 structures with the same formula, charge and spin (kJ/mol): 163.7

Element x y z (Å)
C: -2.17 -0.17 0.47
C: -0.69 -0.20 0.78
O: -0.15 -1.54 0.88
C: 1.02 -1.11 0.19
C: 0.72 -0.84 -1.23
C: 0.43 0.22 -0.19
C: 1.19 1.52 -0.23
H: -2.51 0.87 0.48
H: -2.39 -0.61 -0.50
H: -2.71 -0.72 1.25
H: -0.49 0.30 1.74
H: 1.99 -1.27 0.66
H: 1.59 -0.58 -1.84
H: -0.04 -1.43 -1.75
H: 0.98 2.10 -1.14
H: 0.97 2.14 0.64
H: 2.26 1.29 -0.22